C26H32N8OSW as an isolated structure at a distorted geometry. Source: OMol25; level of theory: ωB97M-V with the def2-TZVPD basis set.

Summary:
Orbital gap in eV: 5.10
Total charge: +4

Geometry as XYZ:
```
69
C26H32N8OSW (ωB97M-V with the def2-TZVPD basis set)
W -0.512 -0.166 0.594
C -1.572 0.041 2.796
C -1.966 -1.247 3.190
C -3.209 -1.769 2.795
C -4.048 -1.006 2.008
C -3.645 0.279 1.579
C -2.407 0.802 1.952
H -0.823 0.538 3.389
H -1.346 -1.803 3.884
H -3.528 -2.743 3.152
H -5.037 -1.371 1.753
H -4.353 0.890 1.032
H -2.236 1.869 1.868
C -2.741 1.371 -1.060
N -3.073 2.209 -2.122
C -2.693 1.637 -3.426
N -1.229 1.506 -3.446
C -0.769 0.597 -2.499
N -1.132 1.122 -0.965
C -0.533 2.627 -0.926
N -1.002 3.406 -2.003
C -2.465 3.545 -1.965
C -0.591 2.835 -3.302
H -3.190 0.389 -1.166
H -3.008 1.839 -0.124
H -3.012 2.305 -4.220
H -3.165 0.665 -3.572
H 0.300 0.515 -2.553
H -1.256 -0.369 -2.603
H 0.541 2.545 -0.983
H -0.848 3.052 0.021
H -2.790 4.186 -2.778
H -2.779 3.992 -1.022
H 0.491 2.739 -3.349
H -0.929 3.485 -4.103
N 1.104 1.477 1.647
C 1.629 0.311 2.290
N 0.962 -0.776 1.996
C 1.464 -1.909 2.657
C 1.007 -3.221 2.588
C 1.659 -4.171 3.349
C 2.749 -3.825 4.164
C 3.209 -2.524 4.238
C 2.548 -1.569 3.470
S 2.887 0.139 3.373
H 0.768 2.146 2.341
H 1.839 1.972 1.145
H 0.168 -3.498 1.959
H 1.327 -5.202 3.318
H 3.240 -4.593 4.749
H 4.046 -2.262 4.875
N 4.983 1.097 -2.921
C 3.730 1.149 -2.475
O 3.022 2.150 -2.464
C 3.085 -0.122 -1.936
C 3.272 -1.431 -2.358
C 2.412 -2.421 -1.883
C 1.377 -2.081 -1.050
N 1.175 -0.797 -0.648
C 2.052 0.131 -1.062
H 5.394 1.930 -3.323
H 5.558 0.274 -2.870
H 4.059 -1.691 -3.061
H 2.525 -3.454 -2.188
H 0.675 -2.827 -0.712
H 1.906 1.148 -0.755
C -1.547 -1.676 0.020
H -2.276 -1.728 -0.798
H -1.454 -2.659 0.498
```

natural (NBO) population analysis, charges in e, atoms 1 to 2: 1.79, -0.37